[1]
DFT (ωB97M-V with the def2-TZVPD basis set) results for a molecular structure, C17H27As2MnN3O6S2.

**<S²>**: 8.83
**Relative energy (zero: lowest compared OMol25 entry of this formula, charge and spin)**: 212.28 kJ/mol
**Lowest unoccupied orbital energy (spin up / spin down)**: 0.160 / 0.160 hartree
**Charge**: -2
**Multiplicity**: 6
**Highest occupied orbital energy (spin up / spin down)**: -0.011 / -0.038 Eh
**Kohn-Sham gap (spin up / spin down)**: 4.644 / 5.381 eV

Each line ends with the natural charge from an NBO analysis.
Positions of all 58 atoms, in Å:
As -3.060381 -0.100023 -0.331002  1.07
As 2.132637 2.302844 0.526058  2.42
Mn -0.455514 0.370313 0.070849  1.29
S -4.822013 1.161015 -0.224319  -0.89
S -0.087521 1.035745 2.700049  2.38
O 1.487523 0.959994 -0.258828  -1.20
O 1.625904 3.797955 0.087401  -1.17
O 3.847637 2.156742 0.035649  -1.05
O 0.245806 -0.294136 2.193305  -0.97
O -0.467730 1.881178 1.523487  -1.01
O -1.012053 1.085989 3.795994  -0.97
N -0.785147 2.487591 -1.361665  -0.71
N -1.972640 3.309484 -1.118723  -0.69
N -0.336694 -1.062689 -0.933051  -0.97
C 3.810909 2.670898 4.334913  -0.22
C 2.409407 2.176863 2.444491  -0.41
C 1.740195 -3.911651 -3.206624  -0.34
C 0.357316 -1.942001 -1.661150  0.24
C -2.965622 -0.640112 1.650827  -0.86
C -0.316341 -3.707823 0.001681  -0.62
C -2.761561 0.109457 -2.394585  -0.82
C 1.746302 -2.568499 -3.582694  -0.21
C 1.132090 -0.146661 -3.265002  -0.63
C 3.610618 2.653404 2.964604  -0.18
C 1.054832 -4.260260 -2.043161  -0.21
C 2.818512 2.237789 5.194359  -0.22
C 1.422562 1.729123 3.320311  -0.23
C 1.615524 1.764008 4.691781  -0.20
C 0.383324 -3.320804 -1.273712  -0.09
C 1.083143 -1.593821 -2.851139  -0.11
C -3.729081 -1.893250 -0.757982  -0.96
H 0.050291 -4.672837 0.366827  0.18
H 1.528989 -0.042598 -4.280285  0.18
H 2.264183 -4.658554 -3.792854  0.18
H 0.140009 0.293921 -3.216097  0.21
H -2.778363 2.695679 -1.187499  0.37
H -2.213208 -0.781389 -2.688624  0.22
H -2.897119 -2.533051 -1.070345  0.23
H 2.979691 2.271548 6.265118  0.20
H -3.998056 -0.867137 1.890052  0.22
H 0.815027 1.429837 5.337308  0.24
H 4.752221 3.027802 4.735146  0.20
H -0.156551 -2.943165 0.765532  0.23
H -2.204155 1.017743 -2.577842  0.20
H -1.934717 3.527331 -0.130349  0.35
H -0.607266 2.541597 -2.355165  0.35
H -3.786796 0.158803 -2.748844  0.21
H 2.289422 -2.266893 -4.477684  0.18
H 1.750734 0.439077 -2.577007  0.23
H -2.310760 -1.507317 1.735164  0.21
H -2.608907 0.179015 2.262368  0.22
H -0.017384 3.006327 -0.934877  0.40
H -4.444491 -1.783162 -1.565249  0.21
H 1.051859 -5.298609 -1.715555  0.17
H 3.829645 1.408741 -0.579436  0.49
H 4.375462 3.001259 2.285623  0.24
H -4.219108 -2.309380 0.116425  0.21
H -1.402619 -3.783254 -0.133951  0.20

Cartesian forces, eV/Å:
-1.3 -0.5 -0.7
0.2 0.1 -0.9
0.8 0.6 -1.4
0.2 0.1 0.1
-0.1 0.1 0.0
0.3 0.4 0.7
-0.1 -0.1 0.2
0.0 -0.2 -0.1
-0.1 0.1 0.3
-0.1 -0.1 0.7
-0.2 0.1 0.3
-0.2 0.0 0.6
0.1 0.2 -0.2
-0.3 -1.1 -0.1
0.2 0.1 0.0
-0.2 0.0 0.1
0.0 0.0 0.0
-0.1 0.5 0.1
0.6 0.1 0.1
0.0 -0.1 -0.1
0.3 0.1 0.4
-0.1 0.1 0.0
0.2 -0.2 0.0
-0.2 -0.1 -0.2
-0.1 0.1 0.1
-0.2 -0.1 0.2
0.2 0.1 -0.2
0.1 0.0 0.0
0.1 -0.2 0.0
0.1 0.0 0.0
0.2 -0.2 0.0
0.0 0.0 0.0
0.0 0.0 0.0
0.0 0.0 0.0
-0.2 0.1 0.0
-0.2 -0.2 0.0
0.1 0.1 0.0
-0.1 0.1 0.0
0.0 0.0 0.0
-0.2 0.0 -0.1
0.0 0.0 0.0
0.0 0.0 0.0
0.0 0.0 0.0
0.0 0.0 -0.1
0.0 0.0 0.1
0.1 -0.1 -0.2
0.0 0.0 0.0
0.0 0.0 0.0
-0.1 0.0 0.0
0.0 0.0 0.0
-0.1 0.1 0.0
0.1 0.1 0.0
-0.1 0.0 -0.1
0.0 0.0 0.0
0.1 0.1 0.1
0.1 0.0 0.0
-0.1 -0.1 0.1
0.1 0.0 0.0

=====

[2]
DFT (ωB97M-V with the def2-TZVPD basis set) results for a molecular structure, C17H27AuN7O2Si.

**Relative energy (zero: lowest compared OMol25 entry of this formula, charge and spin)**: 156.67 kJ/mol
**Lowest unoccupied orbital energy**: -0.183 hartree
**Charge**: +1
**Multiplicity**: 1
**Highest occupied orbital energy**: -0.390 Eh
**Kohn-Sham gap**: 5.623 eV

Each line ends with the natural charge from an NBO analysis.
Positions of all 55 atoms, in Å:
Au -0.176382 -0.233203 -0.153446  1.25
Si -1.999186 0.735066 2.592895  1.60
O 1.727454 -0.138565 -4.105886  -0.42
O 0.681980 -1.463000 -2.762444  -0.37
N 1.058096 2.639343 -1.219342  -0.43
N 0.428077 2.099917 -0.097465  -0.61
N -0.659740 -2.389749 -0.005525  -0.48
N 0.934255 0.606918 -2.129881  -0.54
N 1.127364 -0.368642 -3.062235  0.64
N 1.335887 -0.960999 1.220979  -0.69
N 1.957372 2.357475 -3.339918  -0.76
C 3.022374 -1.629052 2.548671  -0.31
C -1.675081 -3.021577 -0.826686  -0.26
C -3.594839 -1.551293 -1.520865  -0.21
C 1.248211 -2.319893 1.378150  -0.05
C -3.679177 -2.607315 0.633037  -0.16
C -3.790101 1.048054 3.098258  -1.09
C -4.884423 -1.974907 0.895660  -0.23
C -3.025200 -2.397787 -0.577436  -0.07
C -1.394969 -0.869280 3.359840  -1.12
C -1.989730 0.592819 0.708830  -0.89
C 2.394345 -0.543040 1.920380  -0.02
C -4.804338 -0.920837 -1.261125  -0.21
C 2.295300 -2.760470 2.201766  -0.21
C -5.449802 -1.129951 -0.050834  -0.21
C 0.223621 -3.013054 0.697904  0.17
C 1.342826 1.850540 -2.281130  0.63
C -0.867049 2.173796 3.059084  -1.12
H -4.415987 0.192348 2.839786  0.25
H 1.357559 3.600422 -1.216950  0.41
H -5.386081 -2.146976 1.839654  0.23
H 2.484296 -3.783438 2.488761  0.23
H -0.361488 -1.078782 3.077626  0.25
H -2.010674 -1.710763 3.033523  0.24
H -1.108948 3.083231 2.501438  0.22
H 2.176442 1.717361 -4.090492  0.46
H 0.178959 1.914978 2.869418  0.22
H -5.240574 -0.263447 -2.002250  0.23
H -1.397529 -2.890261 -1.873292  0.23
H -3.087531 -1.385258 -2.465128  0.22
H -3.242360 -3.266947 1.374839  0.21
H -0.402566 2.626916 0.142426  0.40
H -4.210644 1.933855 2.618748  0.24
H -1.692695 -4.096216 -0.619395  0.22
H 0.203495 -4.099529 0.774131  0.22
H -3.850658 1.193662 4.178497  0.25
H -6.394700 -0.643083 0.152225  0.23
H -2.103277 1.540428 0.175126  0.20
H 1.057220 2.058314 0.695924  0.40
H -0.950326 2.417093 4.119273  0.26
H -2.738469 -0.107569 0.338251  0.27
H 2.235267 3.322082 -3.404230  0.42
H -1.442132 -0.823262 4.449613  0.25
H 3.880836 -1.575642 3.198227  0.23
H 2.654686 0.503847 1.992709  0.18

Cartesian forces, eV/Å:
-1.2 0.5 0.5
0.3 -0.4 0.6
-0.1 0.1 0.1
0.1 0.6 0.0
0.0 0.2 0.0
-0.2 -0.5 0.1
-0.1 1.6 0.0
-0.3 -0.5 0.4
0.3 -0.4 -0.5
0.8 0.2 0.1
0.1 0.3 0.1
0.0 0.1 0.2
-0.2 0.0 -0.2
0.0 -0.1 -0.1
0.3 0.0 0.1
0.0 0.0 0.0
0.3 0.1 -0.3
0.0 -0.1 0.1
0.0 -0.1 0.0
0.0 0.2 -0.1
-0.1 -0.7 -0.8
0.0 -0.4 0.2
0.0 0.1 0.0
-0.1 -0.2 -0.1
0.0 0.0 0.0
0.3 0.0 0.3
0.0 -0.7 -0.6
-0.1 -0.2 -0.2
0.0 0.0 0.0
0.0 0.0 0.2
0.0 0.0 0.0
0.0 0.0 0.1
0.0 0.0 0.0
0.0 0.0 0.0
0.0 0.0 0.0
0.0 -0.1 0.0
0.0 0.0 0.1
0.0 0.0 0.0
0.0 0.0 0.0
0.0 0.0 0.0
0.0 0.0 0.0
0.0 0.1 0.0
0.0 0.0 0.0
0.0 0.0 0.1
-0.2 0.0 -0.1
0.1 0.0 0.0
0.0 0.0 0.0
-0.1 -0.2 -0.1
0.1 0.1 0.1
0.0 0.0 0.0
-0.1 0.2 0.1
0.0 0.0 0.1
0.0 0.0 0.0
0.0 0.0 0.0
0.1 0.0 -0.1

=====

[3]
DFT (ωB97M-V with the def2-TZVPD basis set) results for a molecular structure, C17H27BN11O4S2Ta.

**Relative energy (zero: lowest compared OMol25 entry of this formula, charge and spin)**: 139.70 kJ/mol
**Lowest unoccupied orbital energy**: -0.567 hartree
**Charge**: +4
**Multiplicity**: 1
**Highest occupied orbital energy**: -0.720 Eh
**Kohn-Sham gap**: 4.173 eV

Each line ends with the natural charge from an NBO analysis.
Positions of all 63 atoms, in Å:
Ta -0.342175 0.241051 -0.196554  2.04
S 1.348038 -0.075576 -1.891582  0.18
S 4.541863 4.108035 -1.100030  2.17
O 0.552822 5.012293 -3.320241  -0.29
O 3.417089 3.450288 -1.771434  -1.03
O 1.879025 6.103463 -1.993006  -0.32
O 5.658174 3.294300 -0.715507  -0.91
N -2.058698 1.385964 0.074209  -0.47
N -2.474860 -1.538335 0.334504  -0.34
N -2.838802 0.823126 1.070335  -0.35
N 2.876537 -3.650586 -1.332190  -0.13
N 1.050964 -1.430145 0.768263  -0.64
N 1.537512 4.040567 -0.056750  -0.26
N 0.409242 2.194390 -0.405705  -0.68
N -1.617684 -1.294049 -0.734785  -0.49
N 1.167581 5.179933 -2.298369  0.53
N 2.549842 -2.593063 -2.115266  -0.27
N 1.709847 -2.183586 -0.229078  -0.21
C 2.378268 -3.416036 -0.155606  0.40
C 1.498744 2.395696 1.839584  -0.66
C 1.002411 4.098541 -1.327125  0.29
C -3.862891 1.620692 1.337997  0.15
C 5.115589 5.504320 -2.008021  -0.65
C 1.851366 -1.688779 -1.469873  0.24
C -3.030467 -2.930436 -1.316740  -0.25
C 2.396637 5.057154 0.619112  -0.23
C -2.682788 2.552333 -0.285774  0.05
C 3.884452 4.718541 0.479707  -0.70
C -3.304617 -2.517064 0.000617  0.15
C -3.804994 2.728663 0.478356  -0.24
C 1.158977 2.893006 0.480828  0.48
C -1.992049 -2.150564 -1.741161  0.05
C 0.296954 2.977631 -1.554605  -0.09
C 2.464492 -4.283920 1.038436  -0.70
C 5.445309 5.039917 -3.420765  -0.63
B -2.370104 -0.547701 1.504836  0.42
H 2.773924 -3.726263 1.924896  0.26
H 1.213904 3.106575 2.617424  0.30
H -2.292405 3.176017 -1.073790  0.27
H -1.481753 -2.143018 -2.693016  0.27
H 4.166395 3.908580 1.154366  0.25
H 5.982141 5.793037 -1.411866  0.27
H 1.748550 -1.112311 1.452370  0.45
H 2.144934 5.034490 1.678956  0.24
H 2.876508 -2.574026 -3.080249  0.49
H -0.996700 -0.323894 1.532954  -0.13
H -2.693131 -0.930976 2.573002  0.08
H 2.566263 2.189361 1.938165  0.29
H 5.965750 5.848440 -3.932356  0.27
H 6.131400 4.194872 -3.413084  0.24
H -4.581234 1.373694 2.108824  0.29
H -4.053563 -2.874194 0.696655  0.29
H 3.208232 -5.055924 0.844044  0.33
H -0.202706 2.684888 -2.465622  0.28
H 4.479851 5.588582 0.764961  0.30
H 0.428534 -2.070358 1.271230  0.45
H 4.549892 4.818523 -3.996038  0.23
H -3.542628 -3.703308 -1.869246  0.31
H 0.942523 1.467905 2.054163  0.20
H -4.511489 3.542696 0.425877  0.31
H 4.299464 6.224457 -1.951474  0.25
H 2.116116 6.031944 0.240267  0.29
H 1.509827 -4.779252 1.233866  0.28

Cartesian forces, eV/Å:
0.0 0.3 0.9
-0.2 -0.2 -0.2
-0.2 -0.5 0.4
0.1 0.0 0.0
0.2 0.1 0.0
0.0 0.0 0.0
-0.1 -0.1 -0.1
-0.1 -0.2 0.1
0.2 0.1 -0.2
0.0 0.0 -0.1
0.0 0.0 0.1
-0.1 -0.1 0.0
-0.4 0.4 0.2
-0.1 0.1 -0.6
0.3 0.1 -0.3
0.0 -0.1 -0.1
0.0 0.0 -0.1
0.1 -0.1 0.2
0.0 0.0 -0.1
0.0 0.0 -0.1
-0.1 0.0 0.0
-0.1 0.0 0.0
-0.4 -0.5 0.2
0.0 0.1 -0.2
0.0 0.0 0.1
0.3 -0.2 0.0
0.1 0.0 0.1
0.0 0.2 -0.1
-0.1 0.0 0.0
0.0 0.0 0.0
0.1 -0.1 0.0
0.1 0.0 0.0
0.2 0.0 0.0
0.0 0.0 0.0
0.3 0.5 -0.2
-0.4 0.0 0.0
0.0 0.0 0.0
0.0 0.0 0.0
0.0 0.0 0.0
0.0 0.0 0.0
0.0 0.0 0.0
0.1 0.4 -0.2
0.0 0.0 0.0
-0.1 0.0 0.0
0.0 0.0 0.0
0.0 0.0 0.1
0.1 0.0 0.0
0.0 0.0 0.0
0.0 0.1 0.0
-0.1 -0.1 0.0
0.0 0.0 0.0
0.0 0.0 0.0
0.0 0.0 0.0
0.0 0.0 0.0
0.0 0.0 0.1
0.1 0.0 0.0
0.0 -0.1 0.1
0.0 0.0 0.0
0.0 0.0 0.0
0.0 0.0 0.0
0.2 0.3 -0.1
0.1 0.0 -0.1
0.0 0.0 0.0

=====

[4]
DFT (ωB97M-V with the def2-TZVPD basis set) results for a molecular structure, C17H27BrNO3PRu.

**<S²>**: 6.04
**Lowest unoccupied orbital energy (spin up / spin down)**: -0.544 / -0.665 hartree
**Charge**: +4
**Multiplicity**: 5
**Highest occupied orbital energy (spin up / spin down)**: -0.845 / -0.843 Eh
**Kohn-Sham gap (spin up / spin down)**: 8.212 / 4.865 eV

Each line ends with the natural charge from an NBO analysis.
Positions of all 51 atoms, in Å:
Ru -0.565347 -0.589745 -0.553614  0.34
Br 1.154909 -1.421292 5.225736  0.81
P 0.295827 0.660915 -2.428137  1.36
O -2.164276 -3.064509 -1.342416  -0.21
O 2.316969 -1.180792 0.197872  -0.26
O -2.249476 1.879472 0.092502  -0.25
N -0.954229 -0.950125 1.648019  -0.49
C 1.774451 0.079765 -4.738381  -0.62
C -1.648917 0.921599 -0.198073  0.58
C -0.280140 -1.311197 3.943058  -0.13
C 2.815479 1.944106 -2.086915  -0.63
C -1.090999 1.067783 -3.586033  -0.53
C -1.620068 2.494469 -3.424552  -0.63
C -1.563808 -2.110032 -1.041899  0.53
C 0.881251 -1.908884 -3.456808  -0.61
C 1.342346 2.219690 -2.385514  -0.51
C -1.593018 -1.605234 4.307119  -0.06
C -2.234237 0.051239 -3.515457  -0.63
C -2.233436 -1.137663 2.025022  0.13
C 1.418726 -0.479519 -3.359112  -0.52
C 0.821743 3.328737 -1.463913  -0.63
C -0.015124 -0.934078 2.620267  0.11
C -2.592866 -1.481862 3.334628  -0.18
C 1.216072 -1.007587 -0.151569  0.58
H -1.808367 -1.923202 5.322643  0.31
H -2.994052 -1.025010 1.249131  0.25
H 1.458130 3.387903 -0.568391  0.25
H -1.889474 -0.981283 -3.672451  0.22
H 0.991804 -0.656876 2.365295  0.25
H 2.123556 1.118556 -4.736006  0.24
H -2.385630 2.648312 -4.195401  0.30
H 0.942962 -0.005007 -5.445950  0.24
H -2.937009 0.293905 -4.325249  0.30
H 2.017274 2.543213 2.319209  -0.01
H -2.097633 2.633630 -2.443575  0.22
H -0.848523 3.260774 -3.579194  0.25
H 2.933753 1.390273 -1.144377  0.20
H 3.325893 1.403560 -2.888345  0.24
H -2.762508 0.135647 -2.550294  0.19
H -0.015315 -1.971130 -4.093098  0.24
H -0.607706 0.987062 -4.569649  0.33
H 1.665626 -2.529733 -3.916672  0.30
H 2.332727 -0.498424 -2.738121  0.26
H 0.654411 -2.309369 -2.455722  0.17
H -3.650441 -1.661713 3.557065  0.32
H 2.576978 -0.531536 -5.165875  0.31
H -0.226039 3.206187 -1.164360  0.20
H 1.260645 2.558825 -3.432877  0.30
H 0.902396 4.274191 -2.020461  0.29
H 1.949912 3.065210 1.751784  0.01
H 3.317291 2.914194 -1.991667  0.29

Cartesian forces, eV/Å:
0.6 1.5 1.0
-1.5 0.2 -1.4
1.5 1.7 -3.1
2.8 4.5 1.5
-4.9 0.6 -1.6
2.6 -4.5 -1.3
0.8 0.6 0.6
-0.3 0.7 -0.6
-4.0 6.8 1.7
0.9 0.1 0.8
0.2 -0.2 -0.1
-1.6 0.3 0.7
0.3 0.0 0.0
-4.9 -7.6 -2.8
0.1 0.0 -0.4
0.2 -0.2 0.9
-0.9 -0.2 0.1
0.1 -0.1 -0.3
-0.6 -0.4 0.6
0.6 -1.4 0.9
-0.2 0.2 0.1
0.4 -0.3 -0.7
0.2 0.0 0.0
7.8 -1.2 2.1
-0.2 0.0 0.0
0.1 -0.2 0.3
-0.3 0.0 -0.3
-0.2 0.3 0.1
0.2 0.0 -0.2
0.0 -0.3 0.0
0.0 0.0 0.1
0.0 0.0 0.2
0.0 -0.2 0.3
-0.1 0.7 -0.7
0.0 0.1 -0.4
-0.3 -0.2 0.1
0.1 0.3 -0.1
0.0 0.1 0.2
-0.1 0.0 -0.3
0.3 -0.1 0.2
0.5 -0.2 0.2
-0.3 0.0 0.2
-0.3 0.0 -0.2
0.1 -0.2 -0.2
0.4 0.1 0.1
0.1 -0.1 0.3
0.2 0.2 0.0
-0.3 -0.4 0.1
-0.1 -0.2 0.4
0.1 -0.7 0.8
-0.1 -0.2 0.1